Record 1
This record from the OMol25 dataset describes the molecule C2H2FN. The level of theory is the ωB97M-V functional and the def2-TZVPD basis.

XYZ file:
```
6
Properties=species:S:1:pos:R:3:forces:R:3
C 0.274 0.056 0.005 0.32 -1.17 -0.61
C 1.560 0.277 0.057 -0.72 -1.36 1.10
N 2.731 0.564 -0.034 1.29 2.33 -0.53
F 3.738 -0.382 0.017 -0.63 -0.73 0.29
H 0.146 -0.342 -1.025 -1.07 0.47 0.70
H -0.432 -0.119 0.848 0.80 0.46 -0.95
```
Forces are in eV/Å.

Results
molar mass	59.04	g mol⁻¹
frontier orbital gap	10.6	eV
relative energy (zero: lowest compared OMol25 entry of this formula, charge and spin)	72.6	kcal per mole
HOMO energy	-0.37270	Ha
SMILES	C=C=NF
net charge	0


Record 2
This record from the OMol25 dataset describes the molecule C6H12O. The level of theory is the ωB97M-V functional and the def2-TZVPD basis.

XYZ file:
```
19
Properties=species:S:1:pos:R:3:forces:R:3
C 1.842 -0.747 -0.649 0.04 -0.02 -0.01
C 0.655 -0.241 0.164 -0.11 -0.04 -0.30
O 0.995 -0.206 1.554 0.21 0.17 0.11
C 0.160 1.147 -0.276 0.03 0.04 -0.03
C -1.255 1.219 0.296 -0.01 0.04 0.04
C -1.817 -0.178 -0.014 -0.07 -0.01 -0.02
C -0.603 -1.133 0.075 0.03 -0.05 -0.02
H 2.674 -0.031 -0.607 -0.11 -0.10 0.02
H 1.573 -0.883 -1.702 0.01 0.04 0.16
H 2.197 -1.703 -0.251 -0.08 0.12 -0.05
H 1.721 0.424 1.659 -0.10 -0.11 0.05
H 0.827 1.945 0.074 -0.09 -0.12 -0.04
H 0.130 1.199 -1.373 0.00 -0.04 0.14
H -1.199 1.372 1.379 -0.03 -0.01 -0.14
H -1.858 2.026 -0.132 0.09 -0.12 0.07
H -2.227 -0.187 -1.032 0.06 0.00 0.14
H -2.629 -0.464 0.661 0.13 0.04 -0.10
H -0.552 -1.797 -0.795 0.01 0.11 0.13
H -0.635 -1.763 0.968 0.00 0.08 -0.13
```
Forces are in eV/Å.

Results
molar mass	100.16	g mol⁻¹
frontier orbital gap	11.1	eV
relative energy (zero: lowest compared OMol25 entry of this formula, charge and spin)	0.3	kcal per mole
HOMO energy	-0.37314	Ha
SMILES	CC1(O)CCCC1
net charge	0


Record 3
This record from the OMol25 dataset describes the molecule C2H2N2OS. The level of theory is the ωB97M-V functional and the def2-TZVPD basis.

XYZ file:
```
8
Properties=species:S:1:pos:R:3:forces:R:3
C -0.780 -0.421 -1.069 1.77 0.63 -1.18
C 0.786 0.373 1.021 -1.06 -0.85 0.68
H -1.251 -0.841 -1.955 -0.40 -0.12 0.39
H 1.595 0.631 1.712 -0.12 -0.27 -0.31
N 0.470 -0.196 -1.325 -1.74 -0.68 1.10
N -0.354 0.038 1.494 0.60 0.74 -0.29
O 1.184 0.414 -0.248 0.90 0.98 -0.40
S -1.650 0.002 0.370 0.06 -0.44 0.01
```
Forces are in eV/Å.

Results
molar mass	102.12	g mol⁻¹
frontier orbital gap	9.0	eV
relative energy (zero: lowest compared OMol25 entry of this formula, charge and spin)	60.8	kcal per mole
HOMO energy	-0.32512	Ha
SMILES	C1=NOC=NS1
net charge	0


Record 4
This record from the OMol25 dataset describes a structure of composition C30H25ClN5O5PdS. The level of theory is the ωB97M-V functional and the def2-TZVPD basis.

XYZ file:
```
68
Properties=species:S:1:pos:R:3:forces:R:3
Pd -1.418 -0.220 -0.304 -0.24 -0.17 0.33
O 3.443 -5.139 3.362 -0.05 -0.16 -0.05
N 3.384 -4.012 2.913 -0.13 -0.07 0.14
O 4.293 -3.212 2.986 0.15 0.24 -0.07
C 2.114 -3.580 2.297 -0.02 -0.14 0.11
C 1.013 -4.240 2.719 0.09 0.14 -0.09
C -0.278 -3.874 2.236 0.02 0.03 -0.03
C -1.448 -4.551 2.620 -0.04 0.02 -0.01
C -2.647 -4.150 2.093 0.01 -0.01 0.01
C -2.661 -3.075 1.191 0.03 0.02 0.02
N -1.580 -2.422 0.827 -0.06 -0.08 -0.07
C -0.397 -2.806 1.336 -0.02 -0.06 0.03
C 0.794 -2.101 0.899 0.07 0.03 -0.01
N 0.612 -1.083 0.039 0.03 0.02 -0.20
C 1.664 -0.482 -0.481 -0.03 0.01 0.03
C 2.969 -0.842 -0.137 0.06 -0.06 0.06
C 3.180 -1.833 0.788 0.03 0.06 -0.05
C 2.071 -2.497 1.346 -0.12 0.00 -0.04
H 1.113 -5.045 3.431 0.03 -0.03 0.02
H -1.385 -5.377 3.319 0.00 0.00 0.00
H -3.572 -4.647 2.352 0.01 0.00 0.01
H -3.590 -2.731 0.751 0.00 -0.01 -0.01
H 1.453 0.299 -1.203 0.00 -0.01 -0.01
H 3.804 -0.330 -0.597 -0.01 0.00 0.00
H 4.181 -2.102 1.081 0.00 0.00 0.01
Cl -0.948 -2.624 -8.957 0.00 0.00 -0.01
C -1.014 -2.127 -7.280 0.00 0.00 -0.01
C -0.210 -1.084 -6.852 -0.02 -0.02 0.00
C -0.267 -0.703 -5.519 0.00 0.02 0.04
C -1.113 -1.350 -4.627 0.03 0.02 0.05
C -1.913 -2.388 -5.087 -0.02 -0.01 0.04
C -1.870 -2.787 -6.414 0.01 0.01 -0.03
C -1.158 -0.929 -3.157 -0.07 -0.09 -0.06
O -0.366 -0.013 -2.822 0.03 -0.02 -0.10
O -1.969 -1.543 -2.429 0.18 0.09 0.03
H 0.445 -0.584 -7.553 0.00 0.00 0.00
H 0.343 0.108 -5.142 0.00 -0.01 -0.01
H -2.570 -2.874 -4.377 0.01 0.00 0.00
H -2.491 -3.594 -6.780 0.01 0.00 0.00
C 1.576 0.731 3.382 0.04 -0.01 0.01
C 0.329 1.572 3.645 0.00 0.04 -0.04
C -0.742 1.402 2.576 0.01 -0.04 -0.01
N -0.311 1.968 1.314 -0.04 0.00 0.04
C -1.097 1.702 0.156 0.08 0.00 -0.04
S -2.825 1.549 0.233 -0.03 0.10 -0.04
N -0.444 2.282 -0.993 -0.01 0.32 0.20
C 0.198 3.479 -1.085 0.11 -0.21 -0.11
O 0.983 3.716 -1.997 -0.08 0.04 0.05
C -0.075 4.534 -0.050 -0.04 0.06 -0.03
C -1.361 4.821 0.393 0.09 0.04 -0.01
C -1.563 5.847 1.304 -0.02 0.01 -0.03
C -0.487 6.586 1.776 -0.02 0.02 0.03
C 0.794 6.311 1.319 0.04 0.02 0.03
C 0.997 5.296 0.397 -0.01 -0.02 0.00
H 2.298 0.817 4.196 -0.01 0.00 -0.01
H 2.092 1.032 2.467 0.00 0.00 0.00
H 1.313 -0.325 3.275 -0.01 0.01 0.01
H 0.595 2.630 3.720 0.02 0.00 -0.01
H -0.098 1.284 4.609 -0.02 -0.01 -0.01
H -1.665 1.900 2.869 -0.03 0.05 0.03
H -0.994 0.334 2.471 0.01 -0.02 -0.02
H 0.653 1.744 1.102 0.03 -0.02 0.03
H -0.393 1.665 -1.802 0.01 -0.03 -0.14
H -2.195 4.241 0.025 -0.04 -0.07 0.01
H -2.567 6.071 1.645 0.01 -0.01 0.00
H -0.648 7.383 2.494 0.00 -0.01 -0.01
H 1.635 6.892 1.678 -0.01 0.00 -0.01
H 1.985 5.083 0.012 0.00 -0.01 -0.01
```
Forces are in eV/Å.

Results
molar mass	709.50	g mol⁻¹
frontier orbital gap	4.9	eV
HOMO energy	-0.15074	Ha
net charge	-1


Record 5
This record from the OMol25 dataset describes the molecule C2H5N3OS2. The level of theory is the ωB97M-V functional and the def2-TZVPD basis.

XYZ file:
```
13
Properties=species:S:1:pos:R:3:forces:R:3
C -0.121 -0.599 0.085 -1.83 2.35 -0.52
C 1.343 0.020 -0.147 -5.38 3.50 1.54
H -1.130 -2.567 0.346 1.24 2.34 -0.82
H 0.519 -2.616 0.556 -1.25 2.37 -1.72
H -3.185 0.999 0.097 -0.88 1.50 0.45
H 2.375 1.651 -0.314 2.41 1.43 0.05
H -0.353 1.877 -0.300 2.26 1.81 2.57
N -0.253 -2.007 0.057 0.46 -1.56 2.22
N -1.109 0.372 0.071 3.24 -3.71 -0.93
N 1.449 1.407 -0.268 -3.44 -1.94 0.50
O 0.528 2.390 0.230 -1.80 -3.00 -2.97
S -2.706 -0.137 -0.251 0.85 -1.60 -0.02
S 2.644 -0.788 -0.163 4.12 -3.49 -0.34
```
Forces are in eV/Å.

Results
molar mass	151.22	g mol⁻¹
frontier orbital gap	8.2	eV
relative energy (zero: lowest compared OMol25 entry of this formula, charge and spin)	94.5	kcal per mole
HOMO energy	-0.31602	Ha
SMILES	N/C(=N\S)C(=S)NO
net charge	0


Record 6
This record from the OMol25 dataset describes a cluster of 2 separate species, C5H11NO in total. The level of theory is the ωB97M-V functional and the def2-TZVPD basis.

XYZ file:
```
18
Properties=species:S:1:pos:R:3:forces:R:3
C 1.712 1.313 -0.487 0.58 -0.04 -1.17
N -0.990 0.125 -1.349 -1.17 0.31 0.82
C -0.004 -0.551 -0.519 0.21 -0.24 -0.11
C 1.338 -0.141 -0.634 0.71 1.04 -0.36
C 0.358 -2.155 1.363 0.21 -0.01 0.76
C -0.425 -1.476 0.461 -0.32 -0.65 -1.79
H 2.353 1.495 0.383 -0.44 0.03 0.47
H 0.846 1.971 -0.505 -0.04 0.11 0.39
H 2.380 1.663 -1.294 -0.14 -0.01 -0.25
H -1.351 -0.253 -2.204 0.47 -0.28 -0.22
H -1.132 1.123 -1.297 0.31 -0.12 0.09
H 2.186 -0.734 -0.984 -0.14 -0.65 0.71
H 1.428 -2.000 1.356 0.11 0.37 0.20
H -0.045 -2.506 2.315 -0.16 -0.49 -0.46
H -1.418 -1.894 0.222 -0.26 0.60 0.86
H -2.005 2.350 0.439 0.01 0.19 0.01
H -1.793 0.946 0.886 0.40 -0.52 -0.02
O -1.599 1.851 1.152 -0.35 0.35 0.09
```
Forces are in eV/Å.

Results
molar mass	101.15	g mol⁻¹
frontier orbital gap (spin up / spin down)	4.8 / 5.3	eV
relative energy (zero: lowest compared OMol25 entry of this formula, charge and spin)	57.9	kcal per mole
HOMO energy (spin up / spin down)	-0.03306 / -0.04931	Ha
net charge	-1
<S²>	0.78
2S+1	2